31
Properties=species:S:1:pos:R:3:lowdin_charge:R:1 method="wB97M-V/def2-TZVPD" total_charge=+1 gap_ev="7.7 / 7.7" mol_weight_g_mol=177.42 relative_energy_kcal_mol=35.70
H 1.48829 1.10577 2.32529 0.098
H -2.11214 1.74462 1.67361 0.110
Si -1.28228 1.01170 -2.45321 0.583
C 1.65557 0.17507 -0.05043 -0.237
H 1.50961 1.23402 0.11528 0.075
C 2.01406 -1.95008 1.01384 -0.048
H -2.41923 2.10697 -0.03276 0.095
Si 2.31919 -0.32567 -1.75820 0.680
H 0.75543 -0.39917 2.93062 0.096
H 1.60200 -2.40441 0.11681 0.078
H -3.42037 -0.30693 1.24093 0.106
C -1.72713 1.63623 0.65995 -0.038
N -1.58001 0.21570 0.31308 -0.302
H -0.76837 2.13832 0.57479 0.093
C 1.59690 0.02439 2.37735 -0.035
H 2.03943 0.82472 -2.59705 -0.057
H 1.60597 -2.44645 1.89347 0.102
H -2.74189 1.11979 -2.62311 -0.077
H -0.75518 -1.05676 -1.11256 0.036
C -2.90614 -0.43970 0.28965 -0.017
H -1.04150 -0.23515 1.06139 0.149
H -2.78868 -1.50147 0.08802 0.107
N 1.69538 -0.54578 1.05298 -0.279
H 1.67528 -1.56115 -2.19145 -0.053
H 3.75617 -0.56297 -1.56842 -0.060
H -3.50393 -0.00005 -0.50458 0.092
C -0.81075 0.01430 -0.93594 -0.382
H -0.76639 2.37323 -2.27150 -0.069
H 3.09649 -2.09985 1.00579 0.111
H -0.69001 0.30931 -3.57729 -0.067
H 2.50421 -0.19856 2.94366 0.109

=====

32
Properties=species:S:1:pos:R:3:lowdin_charge:R:1 method="wB97M-V/def2-TZVPD" total_charge=-1 gap_ev="3.0 / 2.9" mol_weight_g_mol=356.46 relative_energy_kcal_mol=0.00
N -1.48089 -2.59575 -0.01157 0.034
C -1.02641 2.61507 0.22336 -0.087
H -0.37767 3.09948 -0.50286 0.087
N -0.30223 1.66549 1.05299 -0.154
H 0.18634 3.28256 2.29939 0.080
H -0.19810 1.41649 -1.29744 0.007
H -1.46923 3.37692 0.85525 0.082
H 2.12754 -1.00766 -0.44548 0.047
H 2.68482 -1.39505 1.12779 0.076
H -1.15511 -2.78943 0.96592 -0.016
H -1.81844 2.11638 -0.32601 0.085
N 0.13348 0.52010 -0.93115 -0.051
H 0.99384 0.82611 -4.24703 -0.059
H -2.22884 -3.31547 -0.25858 0.043
C 1.78430 -1.33042 0.52293 -0.105
C 0.48400 -0.67158 2.48199 -0.183
H -2.05274 -1.71265 0.01489 0.004
H -0.51510 -0.26557 2.75111 0.058
H -0.88410 -2.67092 -0.90248 -0.110
H -0.19241 -0.21870 -5.20934 -0.057
Pb -0.09552 -1.22840 -2.69902 0.429
C 0.26109 2.19276 2.27371 -0.094
H -0.22550 1.81079 3.17760 0.071
H 1.32287 1.96501 2.38402 0.088
H 0.65425 -2.97063 -2.69722 -0.301
H 1.38631 -2.34383 0.44209 0.049
H -0.80231 1.09486 -4.19576 -0.041
N 0.85195 -0.39316 1.11569 -0.160
H 1.20722 -0.26180 3.21280 0.072
C 0.29419 0.62335 0.39968 -0.445
C 0.01064 0.33030 -4.26203 -0.496
H 0.44178 -1.76464 2.68472 0.047

=====

34
Properties=species:S:1:pos:R:3:lowdin_charge:R:1 method="wB97M-V/def2-TZVPD" smiles=CN1[N@@H+](N)C(C)(C)[C@@H]([NH3+])[C@]1(N)NN total_charge=+2 gap_ev=10.6 mol_weight_g_mol=191.28 relative_energy_kcal_mol=0.00
H -0.33461 1.41333 0.86210 0.154
C -2.13806 -0.74716 -1.02127 0.005
C -2.10463 0.12593 1.42564 -0.021
N -0.29536 -2.52932 -0.15083 0.244
N 1.93483 -1.31656 -0.83646 0.162
N -1.19873 2.03769 -0.86904 0.146
H 2.23855 -0.98404 -1.69842 0.106
H 3.02432 0.22467 0.91821 0.146
H -2.69456 -0.80735 1.73052 0.144
H 2.67430 1.44256 -0.89412 0.106
H -1.03392 1.97433 -1.84621 0.115
H -2.99718 -1.48578 -0.59070 0.172
H 1.56121 0.56666 3.00040 0.140
H 0.39000 -2.58642 -0.90438 0.150
C -1.30174 -0.25060 0.23954 -0.411
H -0.29850 -1.39011 1.56681 0.171
H 2.62190 -1.77452 -0.27571 0.133
H -2.88929 0.79951 1.12665 0.099
N 0.72138 0.61799 -0.78731 -0.085
N -0.50589 1.09462 -0.12353 -0.077
C -0.14534 -1.19427 0.47137 -0.124
H -0.12607 -3.15977 0.57963 0.162
N 2.03733 0.02262 1.11760 -0.061
H -1.46119 -1.13983 -1.79162 0.093
H 1.29338 2.66228 -1.11340 0.120
H -1.59722 0.61703 2.27560 0.110
H -2.69706 0.08906 -1.49015 0.101
H 1.74898 1.27520 -2.32633 0.109
H -1.24069 -2.47244 -0.55988 0.131
N 1.32290 0.86213 2.01196 0.029
C 1.28087 -0.47103 -0.01211 -0.522
C 1.63590 1.60424 -1.27158 -0.033
H 1.70708 1.84993 1.84798 0.139
H -1.13293 3.02940 -0.61094 0.146

=====

32
Properties=species:S:1:pos:R:3:lowdin_charge:R:1 method="wB97M-V/def2-TZVPD" smiles="C=C(CC)CCN.O.O.O.O" gap_ev=9.4 mol_weight_g_mol=171.24 relative_energy_kcal_mol=47.54
O -0.77833 -3.22281 -1.83413 -0.063
H -3.74109 -0.77008 -0.69046 0.081
C -0.42593 2.04887 0.52976 -0.147
H -0.56759 -2.85393 -2.68987 0.028
H 3.32421 0.92740 2.74970 0.050
H -0.73889 2.33197 1.54649 0.118
O 3.81438 -0.86409 -0.10088 -0.079
H 0.68512 0.04685 0.53295 0.087
C -1.57529 1.26793 -0.03515 -0.337
H 4.05348 0.03771 -0.35567 0.041
H -3.77285 -1.15814 1.00591 0.092
H 2.84852 -0.80865 -0.18045 0.003
H 3.55881 -0.05175 1.78633 0.019
N 1.35265 1.10472 -1.02383 -0.001
H -1.65499 -0.34566 1.44715 0.110
O 3.73628 0.89895 1.86726 -0.086
H -0.28741 2.94441 -0.14378 0.126
C 0.77480 1.11692 0.32593 -0.285
H 1.85497 -3.28956 0.77448 0.060
C -3.51301 -0.31609 0.28421 -0.130
H 0.62733 1.09274 -1.73883 0.061
C -2.13053 1.64446 -1.20907 0.037
H -2.76520 1.00131 -1.78368 0.055
H -4.22122 0.42657 0.61627 0.077
H 1.78275 2.00277 -1.26647 0.079
H -0.15522 -2.90012 -1.17216 -0.025
H 0.55138 -2.55132 0.89960 0.054
H 1.64905 1.48804 0.93030 0.102
H -1.92301 2.62416 -1.61604 0.057
C -2.06177 -0.09223 0.45404 -0.258
H -1.43092 -0.81929 -0.14421 0.116
O 1.12949 -2.96208 0.23431 -0.044